C2H9NO2 | the ωB97M-V functional and the def2-TZVPD basis

Output
Frontier orbital gap (alpha / beta) = 6.349 / 4.512 eV
Total charge = -1
F_max = 4.14 eV/A
2S+1 = 2

Structure (XYZ):
```
14
C2H9NO2 (the ωB97M-V functional and the def2-TZVPD basis)
C 2.4458 -0.0303 0.5453
O 2.2149 0.3456 -0.7080
C -0.4129 0.2242 -0.6685
N -1.7962 0.6242 -1.0196
H 1.6797 -0.8332 0.7986
H 2.5049 0.5466 1.4574
H 3.4131 -0.6780 0.5544
H 0.1002 0.0579 -1.5852
H 0.1408 0.8183 0.0621
H -1.8950 1.6679 -0.9309
H -0.4477 -0.8038 -0.3374
H -3.1922 -1.1974 1.2768
H -2.3635 0.1136 -0.2849
O -2.3919 -0.8556 0.8398
```

C2H9NO2 | the ωB97M-V functional and the def2-TZVPD basis

Output
Frontier orbital gap = 9.502 eV
Total charge = 0
F_max = 0.71 eV/A
SMILES string = CNCO.O

Structure (XYZ):
```
14
C2H9NO2 (the ωB97M-V functional and the def2-TZVPD basis)
C -0.9423 -0.2405 1.4082
N -0.9293 0.5953 0.1935
C -1.2586 -0.0879 -1.0137
O -0.2593 -1.0201 -1.4674
H -0.7907 -1.2992 1.1720
H -1.8884 -0.1289 1.9282
H -0.1115 0.0431 2.0457
H -0.0283 1.0464 0.0943
H -2.1634 -0.6847 -0.8859
H -1.3882 0.6612 -1.7991
H 0.5697 -0.8166 -1.0205
O 2.7307 0.4458 -0.2410
H 3.3935 0.5482 -0.9303
H 3.0661 0.9378 0.5160
```

C2H9NO2 | the ωB97M-V functional and the def2-TZVPD basis

Output
Frontier orbital gap = 11.016 eV
Total charge = 0
F_max = 2.49 eV/A
SMILES string = C=NC.O.O

Structure (XYZ):
```
14
C2H9NO2 (the ωB97M-V functional and the def2-TZVPD basis)
C -1.0729 0.7858 0.8610
N -0.6624 -0.3959 0.7325
C -1.5430 -1.4313 1.2917
H -0.4031 1.6197 0.6426
H -2.0681 1.1193 1.1441
H -1.7571 -2.1205 0.4708
H -2.4465 -1.0169 1.6397
H -0.9532 -1.9892 2.0128
O 1.1261 0.8300 -2.7764
H 1.6320 0.3262 -2.1245
H 0.8470 0.0942 -3.3417
O 2.7701 0.7995 -0.3642
H 1.9595 1.3198 -0.4037
H 2.5716 0.0593 0.2153
```

C2H9NO2 | the ωB97M-V functional and the def2-TZVPD basis

Output
Frontier orbital gap (alpha / beta) = 7.644 / 4.086 eV
Total charge = +1
F_max = 3.13 eV/A
2S+1 = 2

Structure (XYZ):
```
14
C2H9NO2 (the ωB97M-V functional and the def2-TZVPD basis)
C 1.7703 -0.4752 0.6785
C 3.6861 -1.1416 -0.6915
N 2.4972 -1.1878 -0.3376
H 2.3636 -0.2621 1.5606
H 0.8857 -1.1174 0.9415
H 1.3507 0.4541 0.2790
H 3.9535 -1.8327 -1.4785
H 4.5016 -0.5889 -0.2405
H -6.2903 3.8250 -0.6547
H -5.0652 3.8109 0.2152
O -5.4653 3.3497 -0.5270
H -0.8641 -1.2207 0.5040
H -1.9212 -1.6460 -0.4928
O -1.4027 -1.9673 0.2438
```

C2H9NO2SSi | the ωB97M-V functional and the def2-TZVPD basis

Output
Frontier orbital gap = 10.085 eV
Total charge = 0
F_max = 2.62 eV/A

Structure (XYZ):
```
16
C2H9NO2SSi (the ωB97M-V functional and the def2-TZVPD basis)
C 0.0756 2.4912 -0.4279
C 0.4437 1.2999 -0.8857
N -2.0934 -2.5318 0.0204
O -0.0290 -2.3176 1.7141
O -1.6482 -0.3539 1.7065
Si 2.2187 0.5633 -0.5571
S -0.7966 -1.4641 0.8230
H -0.9250 2.9543 -0.5546
H -1.9357 0.2093 0.9737
H 0.7475 3.1803 0.0235
H -0.2842 0.5195 -1.2994
H -1.6745 -2.6038 -0.9009
H -1.8538 -3.4095 0.4379
H 3.0794 0.0937 -1.7328
H 2.9810 1.6831 0.1098
H 1.6944 -0.3137 0.5496
```

C2H9NO2Si | the ωB97M-V functional and the def2-TZVPD basis

Output
Frontier orbital gap = 8.192 eV
Total charge = 0
F_max = 6.56 eV/A
SMILES string = CN(C)[SiH](O)O

Structure (XYZ):
```
15
C2H9NO2Si (the ωB97M-V functional and the def2-TZVPD basis)
C 1.2358 1.1704 -0.1056
N 0.4062 0.0190 -0.3723
C 1.2129 -1.1275 -0.0573
Si -1.5696 -0.0782 0.3644
O -2.2033 1.4024 -0.0524
O -2.2857 -1.1948 -0.4452
H 2.1845 1.1254 -0.6953
H 0.8604 2.1808 -0.2232
H 1.6830 1.0436 0.8750
H 2.0220 -0.7954 0.6146
H 0.5815 -1.8225 0.4238
H 1.5460 -1.4359 -1.0417
H -1.3669 -0.1085 1.7460
H -1.8032 1.7120 -0.7925
H -2.5035 -2.0908 -0.2383
```

Across the entries above, calculated total energy takes the values -7801.21344; -7804.51630; -7803.97865; -7794.40783; -26514.82046; -15683.51446 eV, respectively.